{
  "formula": "C36H62N2O24",
  "method": "wB97M-V/def2-TZVPD",
  "lumo_ev": 0.5606,
  "relative_energy_kcal_mol": 118.3,
  "largest_force_ev_per_a": 8.8,
  "smiles": "C[C@H]1COC(=O)O1.C[C@H]1COC(=O)O1.C[C@H]1COC(=O)O1.C[C@H]1COC(=O)O1.COC(=O)OC.COC(=O)OC.COC(=O)OC.COC(=O)OC.CCCC#N.CCCC#N",
  "energy_ha": -3323.8807,
  "elements": ["C", "C", "C", "O", "C", "O", "O", "H", "H", "H", "H", "H", "H", "C", "C", "C", "O", "C", "O", "O", "H", "H", "H", "H", "H", "H", "C", "C", "C", "O", "C", "O", "O", "H", "H", "H", "H", "H", "H", "C", "C", "C", "O", "C", "O", "O", "H", "H", "H", "H", "H", "H", "C", "O", "C", "O", "O", "C", "H", "H", "H", "H", "H", "H", "C", "O", "C", "O", "O", "C", "H", "H", "H", "H", "H", "H", "C", "O", "C", "O", "O", "C", "H", "H", "H", "H", "H", "H", "C", "O", "C", "O", "O", "C", "H", "H", "H", "H", "H", "H", "C", "C", "C", "C", "N", "H", "H", "H", "H", "H", "H", "H", "C", "C", "C", "C", "N", "H", "H", "H", "H", "H", "H", "H"],
  "coordinates": [[4.081, 3.289, 1.417], [3.696, 2.822, -0.008], [4.594, 3.418, -1.051], [4.862, 2.214, -1.853], [4.613, 1.179, -1.199], [4.851, 0.043, -1.569], [4.001, 1.450, -0.099], [5.148, 3.514, 1.544], [3.706, 2.735, 2.249], [3.629, 4.257, 1.289], [2.588, 2.843, -0.315], [5.577, 3.804, -0.869], [4.040, 4.120, -1.660], [3.515, -3.347, -5.733], [3.674, -2.138, -4.883], [3.572, -0.891, -5.634], [2.869, -0.112, -4.676], [2.363, -0.851, -3.740], [1.754, -0.408, -2.744], [2.615, -2.027, -3.975], [4.372, -3.532, -6.360], [2.599, -3.214, -6.415], [3.331, -4.167, -4.992], [4.545, -1.983, -4.193], [2.763, -0.965, -6.404], [4.417, -0.365, -6.079], [-0.251, 2.206, 6.670], [-0.006, 0.720, 6.943], [-1.123, -0.199, 6.386], [-0.498, -1.077, 5.469], [0.734, -0.637, 5.314], [1.420, -1.203, 4.523], [1.018, 0.289, 6.127], [-0.312, 2.309, 5.579], [0.523, 2.824, 7.060], [-1.210, 2.556, 7.167], [0.271, 0.504, 7.932], [-1.806, 0.348, 5.773], [-1.702, -0.780, 7.108], [0.278, -3.842, -2.990], [-0.747, -4.703, -3.739], [-2.216, -4.136, -3.780], [-2.601, -4.551, -5.058], [-1.463, -4.803, -5.733], [-1.456, -5.427, -6.781], [-0.456, -4.747, -5.030], [0.337, -3.991, -1.852], [0.275, -2.814, -3.265], [1.238, -4.185, -3.367], [-0.764, -5.748, -3.399], [-2.478, -3.021, -3.551], [-2.841, -4.744, -3.111], [1.855, 2.922, -3.451], [0.477, 2.695, -3.627], [-0.211, 2.642, -2.466], [0.464, 2.469, -1.250], [-1.547, 2.625, -2.606], [-2.501, 2.898, -1.596], [2.292, 2.947, -4.405], [2.393, 2.176, -2.775], [1.994, 3.897, -3.009], [-2.441, 2.112, -0.889], [-3.557, 2.871, -1.910], [-2.387, 3.858, -1.170], [-5.613, -1.219, -3.675], [-4.487, -1.662, -2.993], [-3.738, -0.910, -2.261], [-4.024, 0.454, -2.052], [-2.698, -1.556, -1.721], [-1.803, -0.767, -0.874], [-6.090, -0.421, -3.154], [-6.439, -1.980, -3.645], [-5.481, -0.921, -4.742], [-1.513, 0.235, -1.277], [-0.936, -1.286, -0.674], [-2.276, -0.552, 0.063], [-3.830, -4.435, -0.527], [-2.373, -4.416, -0.496], [-1.730, -4.251, 0.719], [-2.467, -4.296, 1.936], [-0.372, -4.195, 0.707], [0.228, -4.014, 1.921], [-4.229, -4.042, -1.473], [-4.420, -3.938, 0.226], [-4.235, -5.360, -0.527], [-0.106, -3.002, 2.307], [1.314, -4.110, 1.842], [-0.037, -4.854, 2.615], [-1.722, 2.686, 1.587], [-1.731, 1.263, 1.699], [-2.366, 0.565, 2.748], [-3.255, 1.168, 3.600], [-2.278, -0.757, 2.655], [-3.053, -1.582, 3.540], [-1.027, 3.165, 0.939], [-1.354, 2.971, 2.542], [-2.779, 3.094, 1.544], [-2.744, -2.558, 3.574], [-4.025, -1.653, 3.140], [-2.946, -1.188, 4.594], [-1.730, 6.059, 3.366], [-0.483, 6.221, 4.072], [0.312, 4.952, 3.995], [0.788, 4.672, 2.641], [1.086, 4.424, 1.520], [-2.247, 7.026, 3.665], [-2.376, 5.139, 3.516], [-1.596, 6.144, 2.285], [-0.759, 6.207, 5.166], [-0.126, 7.242, 3.743], [-0.264, 4.198, 4.539], [1.193, 5.202, 4.626], [2.390, -2.189, -0.136], [2.424, -1.126, 1.021], [1.433, 0.074, 0.858], [1.352, 1.014, 1.950], [1.276, 1.769, 2.833], [2.794, -1.756, -1.072], [1.431, -2.668, -0.441], [2.975, -2.981, 0.192], [3.464, -0.811, 1.158], [2.287, -1.601, 2.001], [0.497, -0.366, 0.878], [1.737, 0.486, -0.106]],
  "mulliken_charge": [-1.8535, 1.9564, -0.5867, -0.3357, 0.5239, -0.6574, -0.1836, 0.4177, 0.2830, 0.4673, -0.5533, 0.3987, 0.2467, -1.2746, 0.3045, -0.6545, -0.3459, 0.0306, 0.0766, -0.0786, 0.4426, 0.2755, 0.2619, 0.3555, 0.3200, 0.2995, -0.8924, 0.1899, -0.4248, -0.2626, 0.6697, -0.5926, -0.3141, -0.1813, 0.5356, 0.3489, 0.3682, 0.2033, 0.3684, -0.7442, 0.6684, 0.5710, -0.4042, 0.5554, -0.6407, -0.3235, -0.0473, 0.1896, 0.2677, 0.3438, -0.2520, -0.2162, -0.6217, -0.3536, 0.2430, 0.0008, -0.3476, -0.4834, 0.3233, 0.0066, 0.3778, 0.0081, 0.3058, 0.4020, -0.8111, -0.1650, 0.4566, -0.6607, 0.2914, -0.4674, 0.3723, 0.2739, 0.2804, -0.0354, -0.0612, 0.5332, -0.8708, -0.1849, 0.6484, -0.6719, -0.1593, -0.6707, 0.1485, 0.3306, 0.5562, 0.2027, 0.2414, 0.3888, -0.7292, 0.3162, 0.0564, -0.7290, 0.2775, -0.7592, 0.2751, -0.0354, 0.3266, 0.2690, 0.4070, 0.1849, -1.0482, -0.5275, 0.1915, 0.2804, -0.4874, 0.3542, 0.2381, 0.3043, 0.3087, 0.2831, -0.3294, 0.4391, -0.7268, -0.4061, 3.2927, -1.0970, -0.3857, -0.2945, -0.2406, 0.8748, 0.3377, 0.4037, -0.6581, -0.9140]
}